1.
# C51H41CdN4O7P2

A molecular structure, C51H41CdN4O7P2 (wB97M-V/def2-TZVPD, the Open Molecules 2025 dataset).

**Kohn-Sham gap**: 6.3 eV
**E**: -96980.665 eV
**E_LUMO**: -3.58 eV
**Energy relative to the best compared isomer or geometry (same formula, charge and spin)**: 0.00 kJ/mol
**Net charge**: +1

Geometry (Å):
Cd1 0.95987 -0.59312 -0.43130
O1 3.51364 2.38216 1.63510
C1 2.99479 1.46472 0.84822
O2 1.91265 1.55763 0.30283
C2 3.94946 0.35375 0.63701
C3 5.27310 0.39711 1.01625
C4 6.00148 -0.78151 0.89654
C5 5.41346 -1.83428 0.22467
C6 4.07963 -1.77344 -0.20852
N1 3.37484 -0.67251 0.00515
C7 3.38812 -2.92487 -0.82744
O3 4.11707 -3.97516 -1.14332
O4 2.19408 -2.92488 -0.99956
H1 2.77664 3.03755 1.83740
H2 5.65233 1.28879 1.53893
H3 6.98503 -0.84799 1.29549
H4 6.00721 -2.71428 0.05678
H5 5.01784 -3.94891 -0.88792
O5 -2.07827 -0.72494 1.92392
C8 -1.71651 -1.70289 2.81456
C9 -2.72400 -2.54865 3.30383
C10 -2.47915 -3.37657 4.37232
C11 -1.25154 -3.31448 5.00574
C12 -0.22831 -2.55256 4.49002
C13 -0.48569 -1.71669 3.37600
P1 0.82656 -0.63802 2.59345
C14 0.68853 0.85206 3.58769
C15 0.34355 2.04650 2.94224
C16 0.14591 3.23358 3.62581
C17 0.29937 3.26491 4.99800
C18 0.71387 2.12255 5.66313
C19 0.89977 0.90855 4.97603
C20 2.27853 -1.56189 3.14723
C21 3.21879 -1.00176 3.99369
C22 4.31915 -1.74602 4.36806
C23 4.44002 -3.07438 3.95737
C24 3.50781 -3.64707 3.13093
C25 2.44253 -2.88139 2.71365
C26 -2.26478 -1.03368 0.47695
C27 -2.70619 -2.43188 -0.00223
C28 -4.02299 -2.53974 -0.64319
C29 -4.74001 -1.46737 -0.93579
C30 -4.21505 -0.10094 -0.66425
C31 -3.03395 0.14962 -0.06836
P2 -2.33866 1.85496 0.08785
C32 -1.58120 2.26966 -1.55948
C33 -1.75801 1.61852 -2.75335
C34 -1.10116 2.03540 -3.88479
C35 -0.28843 3.15434 -3.90254
C36 -0.10530 3.84056 -2.70676
C37 -0.67549 3.36459 -1.56121
C38 -3.85519 2.85451 0.04627
C39 -4.50220 3.13752 1.25439
C40 -5.67836 3.91032 1.27208
C41 -6.19197 4.38345 0.06322
C42 -5.55419 4.15465 -1.13008
C43 -4.42551 3.34678 -1.10509
H6 -3.70992 -2.50892 2.90186
H7 -3.32955 -3.93442 4.70010
H8 -1.09800 -3.94044 5.84013
H9 0.75577 -2.52935 4.96093
H10 0.15295 2.05508 1.88291
H11 -0.15819 4.13707 3.09145
H12 0.06691 4.11525 5.62721
H13 0.88465 2.14154 6.72673
H14 1.17943 0.01419 5.53152
H15 3.11359 0.04464 4.25168
H16 5.01947 -1.30457 5.09942
H17 5.28998 -3.71590 4.30519
H18 3.58667 -4.64926 2.77009
H19 1.70919 -3.31334 2.00027
H20 -2.62808 -3.16339 0.82030
H21 -4.36061 -3.59622 -0.79040
H22 -5.71716 -1.54923 -1.38908
H23 -4.88663 0.70571 -1.00407
H24 -2.50221 0.79681 -2.91600
H25 -1.29751 1.45595 -4.80843
H26 0.22302 3.40810 -4.81290
H27 0.58795 4.68125 -2.67429
H28 -0.52838 3.82112 -0.60634
H29 -4.08844 2.78490 2.25020
H30 -6.16324 4.09419 2.22617
H31 -7.03968 5.04790 0.08875
H32 -5.92015 4.53698 -2.07018
H33 -3.99779 3.10288 -2.09667
N2 -1.47125 -2.48915 -0.83828
C44 -1.02382 -1.40605 -0.27159
O6 -2.42543 -1.95079 -6.97004
C45 -1.30970 -1.47674 -7.70249
N3 -0.36799 -0.77818 -6.84176
C46 0.35258 -1.56860 -5.96505
O7 0.30663 -2.76674 -5.93947
C47 1.13836 -0.73619 -4.97600
C48 1.77279 0.41517 -5.37214
C49 2.31845 1.28602 -4.42751
C50 2.24320 0.95491 -3.06977
N4 1.61672 -0.18239 -2.70961
C51 1.14472 -1.03947 -3.61186
H34 -2.07109 -2.57902 -6.33457
H35 -1.67717 -0.74917 -8.42568
H36 -0.86300 -2.31334 -8.21376
H37 -0.62829 0.17212 -6.62128
H38 1.82832 0.68820 -6.40819
H39 2.89009 2.16708 -4.76845
H40 2.71614 1.59449 -2.29756
H41 0.63219 -1.91356 -3.20505

Mulliken population analysis, charges in e, atoms 1 to 4: atom 1 (Cd): 4.37, atom 2 (O): -0.54, atom 3 (C): -0.07, atom 4 (O): -0.71

2.
# C27H22ClEuN5O8

A molecular structure, C27H22ClEuN5O8 (wB97M-V/def2-TZVPD, the Open Molecules 2025 dataset).

**Expectation value of S²**: 15.76
**Kohn-Sham gap (spin up / spin down)**: 5.4 / 7.0 eV
**Multiplicity**: 8
**E**: -84040.841 eV
**E_LUMO (spin up / spin down)**: -1.88 / -1.86 eV
**Energy relative to the best compared isomer or geometry (same formula, charge and spin)**: 0.00 kJ/mol

Geometry (Å):
Eu1 0.98638 -0.08446 0.78108
N1 1.06398 -0.59250 3.65548
C1 2.40182 -0.54717 4.26076
C2 3.59013 -0.92960 3.32377
C3 3.56821 -0.17170 1.89007
O1 3.38134 1.05624 1.85958
O2 3.62466 -0.87648 0.83223
H1 0.38077 -0.06421 4.20324
H2 0.70237 -1.54700 3.61201
H3 2.45384 -1.26094 5.10597
H4 2.57418 0.47822 4.67517
H5 3.62150 -2.01191 3.17313
H6 4.53133 -0.67662 3.82288
O3 0.82902 -5.59531 -4.57032
C4 0.96074 -4.34551 -5.10429
O4 1.21346 -4.20419 -6.28645
C5 0.89656 -3.16874 -4.13975
C6 0.49921 -1.92554 -4.62842
C7 0.46585 -0.84703 -3.77833
C8 0.98713 -0.90349 -2.46853
C9 1.43733 -2.15505 -2.00265
C10 1.32267 -3.29549 -2.81504
N2 1.00967 0.22510 -1.64266
C11 1.05065 1.45396 -2.11324
C12 1.25324 2.56418 -1.21998
C13 1.74984 3.81770 -1.67257
C14 1.85417 4.88614 -0.78603
C15 1.59975 4.67520 0.57261
C16 1.20569 3.39304 0.94323
N3 0.95505 2.38817 0.08756
H7 0.29021 -5.64340 -3.76167
H8 0.20505 -1.87255 -5.67301
H9 0.04016 0.08086 -4.12822
H10 1.90633 -2.26682 -1.00941
H11 1.57496 -4.24601 -2.39542
H12 0.91314 1.64565 -3.20175
H13 2.05382 3.91756 -2.69731
H14 2.15324 5.87188 -1.14582
H15 1.74404 5.42382 1.36055
H16 1.02179 3.13012 1.99269
O5 -3.19771 -4.51842 0.37086
C17 -3.80528 -3.42857 0.74639
O6 -5.00398 -3.46932 1.05832
C18 -3.06597 -2.13904 0.78910
C19 -3.60936 -0.85047 0.90000
Cl1 -5.18616 -0.33885 1.13359
N4 -2.60100 0.07624 0.90962
N5 -1.35648 -0.56604 0.92039
C20 -1.62075 -1.87094 0.79107
C21 -0.49594 -2.90336 0.65064
O7 -0.79820 -3.95463 0.04065
O8 0.62065 -2.58079 1.09744
C22 -2.76464 1.52167 0.98380
C23 -1.97563 2.28390 1.86451
C24 -2.06764 3.68927 1.90054
C25 -2.95925 4.38318 1.07286
C26 -3.77585 3.64428 0.21014
C27 -3.68647 2.24202 0.16231
H17 -2.19152 -4.34583 0.15566
H18 -1.28900 1.79169 2.55243
H19 -1.45982 4.23767 2.61058
H20 -3.00015 5.46253 1.11679
H21 -4.48522 4.16590 -0.41364
H22 -4.29789 1.69181 -0.53516

natural (NBO) population analysis, charges in e, atoms 1 to 4: atom 1 (Eu): 1.41, atom 2 (N): -0.87, atom 3 (C): -0.21, atom 4 (C): -0.52

3.
# C5H6

A molecular structure, C5H6 (wB97M-V/def2-TZVPD, the Open Molecules 2025 dataset).

**Kohn-Sham gap**: 9.2 eV
**E**: -5276.447 eV
**E_LUMO**: 1.21 eV
**Energy relative to the best compared isomer or geometry (same formula, charge and spin)**: 458.50 kJ/mol

Geometry (Å):
C1 0.48976 -0.01427 -1.72550
C2 -0.83331 -0.13999 -1.84508
C3 0.62158 0.75475 1.49406
C4 -0.05997 -0.24756 1.09732
C5 -0.12665 -0.91126 -0.79116
H1 1.21896 0.72906 -1.77590
H2 -1.76125 0.20037 -2.23070
H3 0.41264 1.16319 2.50176
H4 1.44064 1.25848 0.99715
H5 -0.83885 -0.93320 1.54858
H6 -0.07997 -1.98178 -0.57967

natural (NBO) population analysis, charges in e, atoms 1 to 4: atom 1 (C): -0.17, atom 2 (C): -0.16, atom 3 (C): -0.48, atom 4 (C): -0.20